Version w
Molecular formula: C4H10NS
Method: DFT, the ωB97M-V functional and the def2-TZVPD basis

Element x y z (Å)
C -1.3416 -0.7195 -0.9455
N -0.0541 -0.8744 -0.3133
C 0.0812 -1.0148 1.1836
C 0.7543 0.0920 0.3705
C 0.1014 1.7436 0.3379
S 2.4732 -0.1953 0.1163
H -1.2195 -0.8879 -1.9549
H -2.0279 -1.2817 -0.4406
H -1.5884 0.3496 -0.9595
H 0.6800 -1.5952 -0.7335
H 0.5574 -1.8346 1.6558
H -0.8428 -0.5600 1.6375
H -0.6567 1.7158 -0.3290
H 0.8511 2.4649 -0.0305
H -0.2694 1.9174 1.2939
H 2.5017 0.6801 -0.8885

- HOMO: -14.230 eV
- Net charge: +1
- SMILES string: C[N@@H+]1C[C@@]1(C)S
- LUMO energy: -3.15 eV

***

Version x
Molecular formula: C4H10NS
Method: DFT, the ωB97M-V functional and the def2-TZVPD basis

Element x y z (Å)
C -0.4372 1.9981 0.5887
C -0.9128 0.5720 0.8569
C 1.0628 0.4226 -0.8453
C -1.5761 -2.9543 -1.3616
N 0.4799 0.8691 0.6377
S -0.6875 -2.7401 -0.0500
H -0.3867 2.4108 -0.3740
H -0.4425 2.7592 1.3637
H -1.1989 0.2787 1.8865
H -1.4989 0.0360 0.0399
H 0.8627 1.0974 -1.7713
H 1.9918 0.6918 -0.4890
H -1.4477 -2.3287 -2.2102
H -2.1668 -3.8878 -1.3802
H 1.2442 0.6608 1.2605
H 0.8851 -0.4369 -1.3586

- HOMO: -12.340 eV
- Net charge: +1
- LUMO energy: -3.73 eV

***

In order of decreasing stability: version w, version x.

***

Version w
Molecular formula: C6H4ClO3S
Method: DFT, the ωB97M-V functional and the def2-TZVPD basis

Element x y z (Å)
C 0.1182 -1.7741 1.6914
C 0.6246 -0.4525 1.4073
C -0.4577 -2.3258 0.5598
C 0.4417 -0.0934 0.0639
C 0.3127 1.2498 -2.1042
C 0.6587 1.1059 -0.5753
O -0.1590 0.1709 -2.5346
O 0.5612 2.2935 -2.6923
O -1.4911 2.2877 -0.0526
S -0.4876 -1.3294 -0.8319
Cl 1.6065 2.3070 0.0806
H 0.2222 -2.2028 2.7550
H 1.0955 0.2636 1.9469
H -0.8698 -3.2721 0.7403
H -2.1762 1.7717 -0.4543

- HOMO: -4.323 eV
- Net charge: -1
- LUMO energy: 1.95 eV

***

Version x
Molecular formula: C6H4ClO3S
Method: DFT, the ωB97M-V functional and the def2-TZVPD basis

Element x y z (Å)
C 1.2849 0.5833 -0.2108
C -0.0907 0.8388 -0.1715
C 1.6116 -0.6506 0.3261
C -0.7588 -0.1675 0.3558
C -3.2213 -0.4583 -1.0710
C -2.1803 -0.2921 0.5450
O -2.8703 0.3731 -1.8577
O -3.9876 -1.3477 -0.8724
O -2.5690 -1.2177 1.5308
S 0.2330 -1.5563 0.7310
Cl -2.7858 1.3682 0.9660
H 2.1349 1.3517 -0.3147
H -0.5712 1.7617 -0.3401
H 2.6119 -1.0175 0.3389
H -3.4804 -1.6625 1.3322

- HOMO: -3.617 eV
- Net charge: -1
- LUMO energy: 3.12 eV

***

In order of decreasing stability: version x, version w.

***

Version w
Molecular formula: C3H11N2
Method: DFT, the ωB97M-V functional and the def2-TZVPD basis

Element x y z (Å)
C 1.3990 1.5090 -0.2946
N 0.6000 1.0144 -1.4733
H 2.1137 0.8104 0.1244
H 1.8156 2.4916 -0.4979
H 0.6153 1.7265 0.4431
H 0.2730 1.8983 -1.8707
H -0.0329 -0.3840 -0.5907
H 1.1470 0.5832 -2.2007
C -0.1300 -1.5789 1.2010
C -1.9749 -0.6295 0.0911
N -0.7192 -0.7169 0.1613
H 0.5970 -1.0775 1.8420
H 0.3895 -2.4924 0.9032
H -0.9325 -1.8832 1.8628
H -2.6522 -0.1384 -0.5987
H -2.5086 -1.1325 0.8976

- HOMO: -14.321 eV
- Net charge: +1
- LUMO energy: -4.63 eV

***

Version x
Molecular formula: C3H11N2
Method: DFT, the ωB97M-V functional and the def2-TZVPD basis

Element x y z (Å)
C 1.7587 1.4220 0.5471
N 0.5433 1.0486 1.3551
H 1.4972 1.2836 -0.4742
H 2.0332 2.4617 0.7469
H 2.5883 0.8069 0.8993
H 0.7828 0.4579 2.0773
H -0.0036 0.1204 0.3112
H -0.0995 1.7595 1.5924
C -0.0510 -1.6783 -0.5851
C -1.8759 -0.5225 -1.0772
N -0.7217 -0.3701 -0.5256
H 0.9701 -1.5263 -0.1230
H 0.0494 -1.9070 -1.5875
H -0.5816 -2.4185 0.0893
H -2.5849 0.3216 -1.3173
H -2.3935 -1.4363 -1.3292

- HOMO: -15.110 eV
- Net charge: +1
- LUMO energy: -4.50 eV

***

Version y
Molecular formula: C3H11N2
Method: DFT, the ωB97M-V functional and the def2-TZVPD basis

Element x y z (Å)
C 0.6524 -0.3378 -1.3516
C 0.1605 0.4762 -0.1865
N -1.3387 0.9803 -0.6265
C -0.1162 -0.3837 1.0537
N 1.1998 -0.4972 1.6664
H -0.1410 -0.8537 -1.9029
H 1.2614 -1.1753 -1.0136
H 1.0980 0.2329 -2.1636
H 0.7028 1.3958 -0.0052
H -1.3783 1.9325 -0.9766
H -1.8266 0.9738 0.2513
H -1.7839 0.2408 -1.1592
H -0.7013 0.1945 1.7733
H -0.6805 -1.2492 0.7085
H 1.1934 -0.6449 2.6657
H 1.6982 -1.2851 1.2667

- HOMO: -13.899 eV
- Net charge: +1
- SMILES string: C[C@@H]([NH3+])CN
- LUMO energy: -3.51 eV

***

Version z
Molecular formula: C3H11N2
Method: DFT, the ωB97M-V functional and the def2-TZVPD basis

Element x y z (Å)
C -1.6541 1.7596 -0.0066
N -1.3289 0.4551 -0.6727
H -2.7229 1.8143 0.2401
H -1.0925 1.8253 0.9132
H -1.5208 2.5674 -0.7151
H -2.1333 -0.1461 -0.8400
H -0.6083 -0.0347 -0.0574
H -0.8913 0.6287 -1.5754
C 1.8255 -0.5203 -0.4363
C 0.9511 -1.8303 1.2917
N 0.7339 -0.9286 0.4465
H 2.4072 -1.3354 -0.8485
H 2.4964 0.1270 0.1190
H 1.4637 0.1092 -1.2511
H 0.1819 -2.1119 1.9997
H 1.8923 -2.3793 1.3929

- HOMO: -14.618 eV
- Net charge: +1
- LUMO energy: -3.23 eV

***

In order of decreasing stability: version y, version z, version w, version x.

***

Version w
Molecular formula: C43H34N6P2Zn
Method: DFT, the ωB97M-V functional and the def2-TZVPD basis

Element x y z (Å)
Zn -0.5500 0.0306 0.8066
C -3.7049 2.0932 -1.5737
C -2.4524 1.6691 -1.1393
N -2.3476 0.7665 -0.1703
C -3.4698 0.2601 0.3609
C -4.7064 0.7121 -0.0777
N -4.8191 1.6237 -1.0346
C -3.2887 -0.7998 1.3811
C -4.3280 -1.4556 2.0110
C -4.0467 -2.4640 2.9331
C -2.7079 -2.7693 3.1847
C -1.7167 -2.0548 2.5385
N -2.0133 -1.0986 1.6534
C -0.2755 -2.2304 2.8269
C 0.2544 -3.3808 3.3986
N 1.5361 -3.4698 3.7259
C 2.2956 -2.4082 3.4989
C 1.7900 -1.2713 2.8792
N 0.5119 -1.1897 2.5260
C -5.1286 -3.1743 3.6424
C -4.9982 -3.4747 4.9952
C -6.0444 -4.1253 5.6322
N -7.1597 -4.4891 5.0083
C -7.2778 -4.2071 3.7164
C -6.2981 -3.5449 2.9898
H -3.8029 2.8224 -2.3648
H -1.5380 2.0611 -1.5686
H -5.6310 0.3470 0.3497
H -5.3560 -1.1845 1.8200
H -2.4538 -3.5513 3.8853
H -0.3553 -4.2580 3.5771
H 3.3331 -2.4638 3.8024
H 2.4223 -0.4184 2.6721
H -4.1192 -3.1803 5.5540
H -5.9864 -4.3623 6.6876
H -8.1968 -4.5258 3.2395
H -6.4351 -3.3568 1.9325
C 1.9588 1.7689 -1.5064
P 1.5245 0.8157 -0.0202
C 2.0215 1.8837 1.3614
C 3.3247 2.3712 1.4885
C 3.6486 3.2397 2.5181
C 2.6754 3.6443 3.4225
C 1.3750 3.1791 3.2999
C 1.0537 2.3062 2.2723
C 2.4936 -0.7107 -0.1087
C 1.8024 -1.9089 -0.2862
C 2.4827 -3.1102 -0.3955
C 3.8691 -3.1204 -0.3314
C 4.5687 -1.9320 -0.1718
C 3.8864 -0.7296 -0.0647
P 1.8164 0.7423 -3.0840
C 0.2824 1.4473 -3.7945
C -0.6291 0.5420 -4.3373
C -1.7916 0.9894 -4.9546
C -2.0516 2.3494 -5.0320
C -1.1542 3.2620 -4.4867
C 0.0077 2.8150 -3.8759
C 3.1482 1.5615 -4.0351
C 4.4541 1.3453 -3.5900
C 5.5298 1.8864 -4.2729
C 5.3128 2.6334 -5.4241
C 4.0216 2.8266 -5.8883
C 2.9398 2.2920 -5.1996
H 3.0030 2.0605 -1.3711
H 1.3535 2.6752 -1.5350
H 4.0918 2.0813 0.7834
H 4.6621 3.6069 2.6058
H 2.9300 4.3343 4.2154
H 0.6129 3.4969 3.9984
H 0.0221 1.9692 2.1824
H 0.7174 -1.9060 -0.3723
H 1.9387 -4.0336 -0.5419
H 4.4054 -4.0560 -0.4155
H 5.6499 -1.9397 -0.1391
H 4.4515 0.1845 0.0567
H -0.4090 -0.5186 -4.2977
H -2.4787 0.2770 -5.3923
H -2.9442 2.7027 -5.5331
H -1.3474 4.3243 -4.5654
H 0.7198 3.5420 -3.5026
H 4.6321 0.7300 -2.7123
H 6.5390 1.7142 -3.9231
H 6.1508 3.0521 -5.9646
H 3.8528 3.3935 -6.7940
H 1.9400 2.4425 -5.5857

- HOMO: -12.887 eV
- Net charge: +2
- LUMO energy: -6.64 eV

***

Version x
Molecular formula: C43H34N6P2Zn
Method: DFT, the ωB97M-V functional and the def2-TZVPD basis

Element x y z (Å)
Zn -0.3942 0.5860 0.7660
C -0.5532 -2.7583 3.6683
C -0.9605 -1.7378 2.8125
N -0.0694 -1.0850 2.0762
C 1.2183 -1.4527 2.1568
C 1.5970 -2.4760 3.0102
N 0.7152 -3.1197 3.7682
C 2.1616 -0.7051 1.2829
C 3.5198 -0.9432 1.2267
C 4.3205 -0.1618 0.3906
C 3.7065 0.8472 -0.3508
C 2.3407 1.0280 -0.2510
N 1.5934 0.2531 0.5415
C 1.5995 2.1079 -0.9506
C 2.0962 2.7692 -2.0650
N 1.4323 3.7637 -2.6423
C 0.2734 4.1082 -2.1014
C -0.2553 3.4289 -1.0089
N 0.4007 2.4222 -0.4454
C 5.7780 -0.3890 0.3150
C 6.6644 0.6781 0.2296
C 8.0230 0.4045 0.1700
N 8.5233 -0.8268 0.1752
C 7.6696 -1.8425 0.2487
C 6.2943 -1.6794 0.3288
H -1.2759 -3.2838 4.2768
H -2.0007 -1.4539 2.7286
H 2.6294 -2.7856 3.1020
H 3.9764 -1.7043 1.8412
H 4.2998 1.4794 -0.9953
H 3.0380 2.4836 -2.5162
H -0.2609 4.9370 -2.5482
H -1.2157 3.7005 -0.5898
H 6.3193 1.7039 0.2424
H 8.7413 1.2138 0.1180
H 8.1020 -2.8358 0.2413
H 5.6486 -2.5473 0.3656
C -4.0965 0.0170 0.5945
P -2.6430 1.0441 0.2501
C -2.9073 2.6125 1.1159
C -4.0566 3.3863 0.9364
C -4.2224 4.5663 1.6421
C -3.2529 4.9828 2.5460
C -2.1196 4.2117 2.7548
C -1.9541 3.0335 2.0430
C -2.6147 1.2690 -1.5441
C -1.6292 0.6042 -2.2725
C -1.5692 0.7147 -3.6518
C -2.5023 1.4964 -4.3186
C -3.4999 2.1487 -3.6065
C -3.5623 2.0312 -2.2262
P -4.0745 -1.5824 -0.3870
C -3.7194 -2.7831 0.9447
C -2.7962 -3.7873 0.6589
C -2.5189 -4.7835 1.5889
C -3.1627 -4.7793 2.8168
C -4.0772 -3.7748 3.1214
C -4.3547 -2.7861 2.1899
C -5.8701 -1.7596 -0.6649
C -6.4678 -0.8134 -1.5006
C -7.8149 -0.8947 -1.8075
C -8.5775 -1.9407 -1.3025
C -7.9851 -2.9013 -0.4994
C -6.6357 -2.8142 -0.1793
H -4.9559 0.6136 0.2749
H -4.1862 -0.1422 1.6711
H -4.8408 3.0684 0.2628
H -5.1154 5.1581 1.4949
H -3.3887 5.9027 3.0982
H -1.3725 4.5225 3.4721
H -1.0597 2.4419 2.2360
H -0.9086 -0.0369 -1.7694
H -0.8057 0.1861 -4.2065
H -2.4602 1.5868 -5.3956
H -4.2350 2.7467 -4.1279
H -4.3527 2.5427 -1.6947
H -2.3118 -3.8042 -0.3107
H -1.8183 -5.5713 1.3451
H -2.9668 -5.5664 3.5339
H -4.5941 -3.7811 4.0725
H -5.1056 -2.0385 2.4222
H -5.8702 -0.0149 -1.9321
H -8.2687 -0.1544 -2.4529
H -9.6285 -2.0117 -1.5474
H -8.5723 -3.7262 -0.1187
H -6.1891 -3.5797 0.4401

- HOMO: -12.920 eV
- Net charge: +2
- LUMO energy: -6.62 eV

***

In order of decreasing stability: version x, version w.

***

Version w
Molecular formula: C33H53BN8P2PbS3
Method: DFT, the ωB97M-V functional and the def2-TZVPD basis

Element x y z (Å)
Pb -0.2388 0.1207 -0.2497
C 2.0370 0.8823 4.4214
C 1.4049 1.2416 3.0833
C 0.9325 2.6907 3.0413
P 0.0658 0.0763 2.4555
C -1.4145 0.0850 3.6128
C -2.4256 1.1017 3.0773
C -1.1894 0.3518 5.0974
C 0.9255 -1.5266 2.5891
C 0.9763 -2.2395 3.7800
C 1.8281 -3.3158 3.9459
C 2.7169 -3.6174 2.9232
C 2.6588 -2.9551 1.7213
C 1.6876 -1.9639 1.4718
N 1.5150 -1.3779 0.2650
C 2.2017 -1.7801 -0.8649
C 2.3750 -3.1133 -1.2515
C 3.0567 -3.4317 -2.4082
C 3.5791 -2.4340 -3.2124
C 3.3959 -1.1077 -2.8601
C 2.7109 -0.7643 -1.7042
P 2.4644 0.9222 -1.0381
C 4.2199 1.3431 -0.4794
C 4.5802 0.3979 0.6641
C 5.3114 1.3316 -1.5430
C 2.0766 2.0769 -2.4757
C 2.6981 1.8674 -3.8488
C 2.2731 3.5078 -1.9831
H 3.0200 1.3448 4.5064
H 2.1623 -0.1957 4.5074
H 1.4292 1.2369 5.2489
H 2.1630 1.1145 2.2966
H 0.2084 2.8929 3.8288
H 0.4705 2.9066 2.0780
H 1.7810 3.3601 3.1803
H -1.8311 -0.9194 3.4644
H -2.0457 2.1182 3.1728
H -3.3549 1.0303 3.6423
H -2.6449 0.9047 2.0308
H -0.9190 1.3929 5.2572
H -0.4160 -0.2748 5.5288
H -2.1178 0.1664 5.6379
H 0.3289 -1.9486 4.5920
H 1.8463 -3.8725 4.8712
H 3.4608 -4.3856 3.0696
H 3.3781 -3.1884 0.9506
H 1.9609 -3.9089 -0.6501
H 3.1919 -4.4671 -2.6828
H 4.1370 -2.6791 -4.1059
H 3.8087 -0.3392 -3.4894
H 4.1349 2.3591 -0.0754
H 4.6990 -0.6213 0.3035
H 3.8033 0.3919 1.4247
H 5.5131 0.7083 1.1325
H 5.3409 0.3753 -2.0613
H 6.2820 1.4857 -1.0692
H 5.1729 2.1312 -2.2679
H 0.9966 1.9250 -2.5930
H 3.7848 1.8744 -3.8278
H 2.3688 2.6718 -4.5066
H 2.3489 0.9311 -4.2739
H 3.3273 3.7718 -1.9388
H 1.8440 3.6343 -0.9888
H 1.7836 4.2063 -2.6597
N -1.4985 2.2989 -1.5482
N -1.4726 2.3160 -2.9571
C -1.4567 1.1400 -3.6407
N -1.9441 1.1887 -4.8981
S -0.6876 -0.2531 -3.1410
H -2.4549 2.0719 -1.2454
H -1.2419 3.2192 -1.2061
H -2.1048 3.0023 -3.3725
H -2.7350 1.7853 -5.0927
H -1.9460 0.3045 -5.3811
C -4.8975 3.4706 -0.3279
N -4.9112 2.0646 -0.0561
C -5.2537 1.4751 1.1391
C -5.3251 0.1451 0.9139
N -5.0578 -0.1032 -0.4038
B -5.3489 -1.4457 -1.1047
N -4.0704 -2.3185 -1.3343
C -4.1349 -3.3391 -2.2355
C -2.9830 -4.0504 -2.1769
N -2.2011 -3.4532 -1.2284
C -0.8961 -3.8868 -0.8240
C -2.8859 -2.3936 -0.7312
S -2.3102 -1.4451 0.5747
C -4.7999 1.0751 -0.9902
S -4.3506 1.3845 -2.5706
H -5.8938 3.8942 -0.1775
H -4.6147 3.6106 -1.3730
H -4.1887 3.9888 0.3197
H -5.4056 2.0548 2.0255
H -5.5547 -0.6508 1.5925
H -5.7905 -1.2253 -2.1863
H -6.0868 -2.0582 -0.3904
H -5.0113 -3.4720 -2.8348
H -2.6465 -4.9001 -2.7355
H -0.6849 -4.8461 -1.2926
H -0.8525 -3.9920 0.2617
H -0.1428 -3.1606 -1.1347

- HOMO: -6.405 eV
- Net charge: 0
- LUMO energy: 0.19 eV

***

Version x
Molecular formula: C33H53BN8P2PbS3
Method: DFT, the ωB97M-V functional and the def2-TZVPD basis

Element x y z (Å)
Pb -0.3377 0.7083 0.3513
C 0.4419 -2.8170 4.3213
C 0.2083 -1.5897 3.4405
C 0.2145 -0.3416 4.3334
P 1.2863 -1.2271 1.9749
C 3.0198 -1.6593 2.4617
C 3.9768 -0.9601 1.4926
C 3.3209 -3.1556 2.5039
C 0.8170 -2.3744 0.6389
C 0.1476 -3.6730 0.9808
C -1.4313 -4.9515 0.1964
C -1.0163 -3.1734 -1.5252
C 0.3656 -2.5786 -1.8632
C 0.9494 -1.8734 -0.6297
N 1.3809 -0.5758 -0.8035
C 2.1620 -0.2165 -1.8674
C 3.1881 -1.0763 -2.3206
C 4.0253 -0.7322 -3.3585
C 3.9066 0.5065 -3.9843
C 2.9528 1.3891 -3.5149
C 2.0778 1.0583 -2.4770
P 0.9741 2.2899 -1.7419
C 2.1709 3.6295 -1.3089
C 3.1498 3.1147 -0.2548
C 1.4673 4.9019 -0.8406
C -0.0738 2.9948 -3.1017
C 0.6058 3.8873 -4.1395
C -0.8292 1.8561 -3.7871
H -0.3403 -2.8591 5.0834
H 1.3982 -2.7458 4.8448
H 0.4190 -3.7638 3.7838
H -0.7917 -1.6594 2.9987
H 1.1696 -0.2403 4.8574
H -0.5731 -0.4192 5.0859
H 0.0400 0.5731 3.7666
H 3.1483 -1.2221 3.4586
H 3.8593 -1.3653 0.4849
H 5.0139 -1.1142 1.7999
H 3.7842 0.1123 1.4366
H 3.1489 -3.5973 1.5190
H 2.7107 -3.6910 3.2296
H 4.3707 -3.3215 2.7604
H 0.5593 -4.0512 1.9152
H -2.0820 -5.8115 0.2579
H -1.5911 -3.2156 -2.4556
H 0.1714 -1.7712 -2.5705
H 3.3265 -2.0172 -1.8042
H 4.7983 -1.4248 -3.6699
H 4.5638 0.7851 -4.7966
H 2.8928 2.3731 -3.9627
H 2.7314 3.8389 -2.2261
H 2.6224 2.8367 0.6606
H 3.8674 3.8975 0.0011
H 3.7051 2.2460 -0.6112
H 1.0442 4.7559 0.1531
H 0.6628 5.2116 -1.5106
H 2.1850 5.7233 -0.7838
H -0.7986 3.6082 -2.5554
H 1.2020 3.2952 -4.8336
H 1.2459 4.6518 -3.6999
H -0.1587 4.3964 -4.7315
H -0.1380 1.2418 -4.3672
H -1.5805 2.2578 -4.4705
H -1.3288 1.1953 -3.0767
N -1.9921 3.3854 0.1098
N -1.8918 4.3419 1.1203
C -1.0253 4.2065 2.1442
N -1.1750 5.1330 3.1202
S 0.2092 3.0822 2.2611
H -2.2253 3.8519 -0.7570
H -2.7193 2.7073 0.3706
H -2.6932 4.9387 1.2727
H -2.0307 5.6535 3.2197
H -0.6169 4.9994 3.9449
C 1.2369 -3.6268 -2.5715
N -0.8716 -4.5557 -1.0720
C 0.0519 -4.8413 -0.0039
C -1.4307 -3.7358 1.1012
N -2.1571 -2.5921 0.5646
B -3.2731 -2.1102 1.5957
N -4.2524 -1.0891 1.0005
C -5.2738 -1.4248 0.1383
C -5.9743 -0.3115 -0.1454
N -5.3769 0.7181 0.5604
C -5.8363 2.0864 0.5619
C -4.3127 0.2332 1.2566
S -3.2663 1.1539 2.2404
C -1.8410 -2.2277 -0.6438
S -2.2928 -0.7471 -1.3907
H 0.6131 -4.2571 -3.2064
H 1.7545 -4.2776 -1.8681
H 1.9806 -3.1452 -3.1988
H 0.7837 -5.6253 -0.1440
H -1.7742 -3.9159 2.1156
H -3.8907 -3.1250 1.8501
H -2.7332 -1.6656 2.5691
H -5.4038 -2.4352 -0.2045
H -6.8346 -0.1508 -0.7695
H -6.8720 2.1372 0.8985
H -5.7644 2.5144 -0.4395
H -5.2076 2.6466 1.2503

- HOMO: -6.529 eV
- Net charge: 0
- LUMO energy: 0.16 eV

***

In order of decreasing stability: version w, version x.